Entry 1:
# CH3O2S3

A molecular structure, CH3O2S3 at a distorted geometry (ωB97M-V/def2-TZVPD, the Open Molecules 2025 dataset).

Each line ends with the Löwdin charge.
Positions of all 9 atoms, in Å:
C (-0.133, 0.189, -1.366)  -0.501
O (-4.222, 1.171, -0.270)  -0.489
O (-3.242, 0.220, 1.770)  -0.463
S (-3.116, -1.381, -0.761)  0.159
S (-0.873, 1.414, -0.140)  0.361
S (-3.257, 0.261, 0.330)  0.075
H (0.217, 0.765, -2.151)  -0.027
H (-1.036, -0.235, -1.640)  -0.118
H (0.610, -0.412, -0.903)  0.003

## Properties
maximum force = 3.329 eV/Å
2S+1 = 1
electronic energy = -1384.9722 a.u.
net charge = -1
LUMO level = 3.16 eV
energy relative to the best compared isomer or geometry (same formula, charge and spin) = 0.6391 eV
highest occupied orbital energy = -4.49 eV
gap between HOMO and LUMO = 7.64 eV

***

Entry 2:
# C3H5NO

A single C3H5NO molecule at a distorted geometry (ωB97M-V/def2-TZVPD, the Open Molecules 2025 dataset).

Each line ends with the Löwdin charge.
Positions of all 10 atoms, in Å:
O (1.831, -0.975, -0.135)  -0.014
C (1.463, 0.181, 0.069)  -0.299
N (0.139, 0.285, 0.111)  -0.210
C (-1.185, 0.757, 0.070)  0.013
C (-0.443, -0.920, -0.180)  -0.001
H (2.119, 1.041, 0.203)  0.136
H (-1.597, 0.992, 1.064)  0.073
H (-1.351, 1.608, -0.633)  0.088
H (-0.408, -1.299, -1.200)  0.104
H (-0.476, -1.684, 0.609)  0.111

## Properties
maximum force = 3.465 eV/Å
2S+1 = 1
electronic energy = -247.1795 a.u.
LUMO level = 0.87 eV
SMILES string = O=CN1CC1
energy relative to the best compared isomer or geometry (same formula, charge and spin) = 3.4746 eV
highest occupied orbital energy = -9.47 eV
gap between HOMO and LUMO = 10.34 eV

***

Entry 3:
# C5H10N2O

A single C5H10N2O molecule (ωB97M-V/def2-TZVPD, the Open Molecules 2025 dataset).

Each line ends with the Löwdin charge.
Positions of all 18 atoms, in Å:
O (-2.476, 0.948, 2.138)  0.049
C (-1.325, 0.691, 1.889)  -0.277
C (-0.612, 1.321, 0.713)  -0.145
C (0.825, 0.844, 0.441)  -0.159
C (0.846, -0.350, -0.463)  -0.389
C (1.227, -0.264, -1.745)  -0.186
N (1.054, -1.398, -2.604)  0.001
N (0.362, -1.526, 0.068)  0.118
H (-0.756, 0.008, 2.554)  0.120
H (-0.549, 2.368, 1.016)  0.123
H (-1.238, 1.227, -0.169)  0.127
H (1.278, 0.568, 1.401)  0.116
H (1.442, 1.647, 0.049)  0.111
H (1.668, 0.659, -2.108)  0.097
H (1.769, -1.460, -3.314)  0.064
H (0.147, -1.390, -3.055)  0.072
H (0.266, -2.315, -0.553)  0.085
H (-0.035, -1.534, 0.989)  0.073

## Properties
maximum force = 0.802 eV/Å
2S+1 = 1
electronic energy = -381.2392 a.u.
LUMO level = 0.94 eV
SMILES string = N/C=C(\N)CCC=O
energy relative to the best compared isomer or geometry (same formula, charge and spin) = 1.2585 eV
highest occupied orbital energy = -7.69 eV
gap between HOMO and LUMO = 8.64 eV

***

Entry 4:
# C6H12N

2 unconnected molecules or ions with the total composition C6H12N at a distorted geometry (ωB97M-V/def2-TZVPD, the Open Molecules 2025 dataset).

Each line ends with the Löwdin charge.
Positions of all 19 atoms, in Å:
C (2.395, -0.307, 0.968)  0.041
C (1.356, -1.027, 0.674)  0.125
C (-1.109, 0.508, 1.550)  0.006
C (-1.527, -0.567, 0.694)  -0.109
C (-0.354, 0.042, -2.184)  -0.006
C (-0.143, 0.895, -0.900)  -0.174
N (-0.296, 0.075, 0.322)  -0.144
H (3.333, -0.967, 1.178)  0.140
H (2.508, 0.762, 1.044)  0.085
H (0.991, -2.001, 0.719)  0.077
H (-1.583, 1.397, 1.282)  0.104
H (-0.655, 0.517, 2.471)  0.105
H (-1.444, -1.637, 0.929)  0.131
H (-2.378, -0.327, -0.079)  0.178
H (-0.047, -0.931, -1.863)  0.072
H (-1.328, -0.030, -2.445)  0.044
H (0.317, 0.449, -2.896)  0.082
H (-0.833, 1.720, -0.718)  0.124
H (0.796, 1.429, -0.747)  0.118

## Properties
maximum force = 4.502 eV/Å
2S+1 = 1
electronic energy = -290.1636 a.u.
net charge = +1
LUMO level = -3.94 eV
energy relative to the best compared isomer or geometry (same formula, charge and spin) = 4.3071 eV
highest occupied orbital energy = -15.52 eV
gap between HOMO and LUMO = 11.58 eV